No. 1
{
  "formula": "C13H50N14O12",
  "method": "ωB97M-V/def2-TZVPD",
  "smiles": "NC(N)=O.NC(N)=O.NC(N)=O.NC(N)=O.NC(N)=O.NC(N)=O.NC(N)=O.CCO.CO.CO.CO.CO",
  "relative_energy_kj_mol": 763.5,
  "multiplicity": 1,
  "gap_ha": 0.3114,
  "e_homo_ev": -8.65,
  "lumo_energy_ev": -0.1788,
  "molar_mass_g_mol": 594.6,
  "energy_ev": -59722.3134,
  "symbols": ["N", "C", "N", "O", "H", "H", "H", "H", "N", "C", "N", "O", "H", "H", "H", "H", "N", "C", "N", "O", "H", "H", "H", "H", "N", "C", "N", "O", "H", "H", "H", "H", "N", "C", "N", "O", "H", "H", "H", "H", "N", "C", "N", "O", "H", "H", "H", "H", "N", "C", "N", "O", "H", "H", "H", "H", "C", "C", "O", "H", "H", "H", "H", "H", "H", "C", "O", "H", "H", "H", "H", "C", "O", "H", "H", "H", "H", "C", "O", "H", "H", "H", "H", "C", "O", "H", "H", "H", "H"],
  "positions_angstrom": [[0.487, 20.324, -1.367], [-0.668, 20.903, -1.381], [-1.224, 20.809, -0.199], [-1.186, 21.432, -2.568], [0.994, 20.313, -2.301], [0.989, 19.886, -0.518], [-2.187, 21.157, -0.058], [-0.901, 20.088, 0.430], [6.189, 17.217, -1.417], [7.238, 16.712, -1.957], [8.216, 16.340, -1.122], [7.322, 16.642, -3.342], [5.564, 17.808, -2.012], [6.229, 17.566, -0.425], [9.037, 15.725, -1.555], [8.053, 16.466, -0.170], [2.163, 22.627, -1.373], [3.390, 23.104, -1.210], [3.706, 24.001, -2.089], [4.243, 22.611, -0.162], [1.841, 21.921, -0.767], [1.613, 22.729, -2.177], [4.582, 24.513, -2.072], [3.160, 24.014, -2.968], [7.233, 19.574, -3.963], [6.854, 20.198, -5.042], [6.264, 19.462, -5.963], [7.029, 21.553, -5.226], [7.727, 20.137, -3.285], [7.360, 18.530, -3.960], [5.954, 19.802, -6.895], [5.972, 18.488, -5.826], [2.431, 17.883, -3.782], [1.387, 18.600, -4.055], [0.422, 17.940, -4.659], [1.421, 19.969, -4.045], [3.226, 18.382, -3.424], [2.507, 16.882, -3.975], [-0.398, 18.510, -4.927], [0.082, 16.983, -4.503], [1.497, 22.979, -4.406], [1.506, 24.201, -4.809], [0.400, 24.609, -5.280], [2.667, 24.949, -4.731], [2.412, 22.521, -4.361], [0.693, 22.332, -4.412], [0.382, 25.560, -5.512], [-0.496, 24.149, -5.180], [6.967, 16.074, -5.939], [5.909, 16.519, -6.506], [4.968, 16.909, -5.669], [5.952, 16.733, -7.899], [7.716, 15.883, -6.617], [7.214, 16.335, -4.996], [4.127, 17.270, -6.091], [4.879, 16.604, -4.709], [6.848, 22.614, -2.132], [8.358, 22.447, -2.371], [8.626, 21.096, -2.296], [6.621, 22.151, -1.204], [6.233, 22.198, -2.936], [6.679, 23.681, -2.186], [8.861, 23.031, -1.603], [8.519, 22.845, -3.350], [9.227, 20.961, -1.541], [3.562, 17.591, 0.365], [4.590, 17.169, 1.216], [3.886, 18.360, -0.369], [2.598, 17.834, 0.846], [3.281, 16.651, -0.111], [5.058, 18.009, 1.358], [4.322, 20.128, -2.460], [4.839, 18.958, -3.066], [4.606, 20.450, -1.471], [3.224, 20.102, -2.380], [4.450, 21.004, -3.077], [5.665, 19.311, -3.454], [3.568, 21.324, -5.955], [4.116, 22.327, -5.074], [3.488, 20.380, -5.396], [4.187, 21.139, -6.848], [2.532, 21.673, -6.257], [5.072, 22.219, -5.051], [6.828, 20.020, 0.116], [6.754, 18.875, 0.929], [5.814, 20.486, 0.177], [7.012, 19.769, -0.941], [7.509, 20.738, 0.555], [7.541, 18.864, 1.473]],
  "atomic_forces_ev_per_a": [[5.195, -2.284, -1.107], [-2.837, 2.126, -6.273], [-3.784, 1.065, 2.270], [2.269, -2.096, 6.160], [-0.617, -0.237, 1.124], [-1.495, 1.218, -1.991], [1.113, -0.421, -0.215], [-0.187, 0.328, -0.078], [-2.739, 2.424, 1.863], [1.531, -0.459, -6.080], [3.200, -2.338, -3.678], [0.115, 0.138, 5.809], [0.522, -0.746, 0.244], [-0.008, -0.953, -1.211], [-2.617, 2.050, 1.700], [0.127, -0.225, 1.603], [-0.128, -0.915, 1.479], [3.866, -2.995, 5.476], [1.043, 1.515, -1.816], [-4.187, 2.429, -4.897], [0.062, -0.524, 0.673], [-0.572, 0.654, -1.314], [-0.352, -0.540, 0.041], [0.620, 0.832, 0.374], [0.666, -2.187, 1.790], [0.385, 6.964, -3.356], [-1.276, -0.925, -2.478], [-0.974, -5.704, 1.105], [0.446, -0.048, 0.233], [0.040, 1.111, 0.074], [0.765, 0.157, 1.441], [0.463, 1.031, 0.389], [1.982, -1.377, 1.373], [0.242, 6.097, -1.641], [-4.676, -0.293, -1.251], [-0.370, -5.707, 0.585], [0.592, -0.269, -0.059], [-0.293, 0.797, 0.196], [0.973, -0.176, 0.287], [1.151, 0.615, 0.261], [0.691, -4.707, 1.820], [7.752, 3.247, 0.905], [-3.905, 2.213, -1.697], [-5.476, -2.964, -0.337], [-0.346, 0.321, 0.185], [0.550, 0.752, -0.109], [-0.254, 1.337, -0.363], [0.474, -0.159, 0.048], [3.754, -1.686, -0.273], [0.664, 1.258, -8.295], [-3.148, 0.799, 0.330], [-1.382, -0.958, 6.854], [-0.540, 0.168, 0.743], [-0.009, -0.452, 0.445], [-0.057, 0.000, 0.005], [0.577, -0.108, -0.205], [0.974, 0.480, -1.086], [-2.644, 1.634, 0.108], [2.111, -1.468, 1.205], [-0.717, 0.167, 0.879], [0.423, -0.173, 0.103], [-0.416, 0.309, 0.575], [0.406, -0.082, -0.066], [0.810, 0.067, -0.712], [-0.386, -0.243, -0.728], [-1.147, -1.456, -0.903], [0.397, 1.562, 0.515], [-0.386, -0.400, 0.399], [0.534, 0.697, 0.372], [-0.040, 0.216, -0.929], [0.457, -0.664, 0.693], [-2.178, 1.357, 0.246], [-0.223, 0.472, 0.728], [0.913, -0.591, 0.464], [0.184, -0.510, -0.212], [0.340, 0.173, -0.501], [0.378, -0.595, -0.172], [-0.474, 0.272, 0.100], [-0.595, -0.590, -0.648], [-0.205, 0.109, -0.289], [-0.231, 0.410, 0.250], [1.356, -0.540, 0.240], [0.678, -0.052, -0.128], [-1.906, 1.046, -0.401], [0.456, -0.877, 0.542], [0.814, -0.002, -0.230], [0.333, 0.172, 0.528], [0.364, 0.192, -0.345], [0.020, -0.287, 0.236]]
}

No. 2
{
  "formula": "C13H52O13",
  "method": "ωB97M-V/def2-TZVPD",
  "relative_energy_kj_mol": 143.4,
  "multiplicity": 1,
  "gap_ha": 0.3743,
  "e_homo_ev": -9.81,
  "lumo_energy_ev": 0.3739,
  "molar_mass_g_mol": 416.5,
  "energy_ev": -40936.5344,
  "symbols": ["C", "O", "H", "H", "H", "H", "C", "O", "H", "H", "H", "H", "C", "O", "H", "H", "H", "H", "C", "O", "H", "H", "H", "H", "C", "O", "H", "H", "H", "H", "C", "O", "H", "H", "H", "H", "C", "O", "H", "H", "H", "H", "C", "O", "H", "H", "H", "H", "C", "O", "H", "H", "H", "H", "C", "O", "H", "H", "H", "H", "C", "O", "H", "H", "H", "H", "C", "O", "H", "H", "H", "H", "C", "O", "H", "H", "H", "H"],
  "positions_angstrom": [[1.559, -4.024, -0.631], [2.305, -4.572, -1.724], [0.564, -3.648, -0.882], [1.439, -4.841, 0.083], [2.075, -3.160, -0.208], [1.750, -4.548, -2.508], [-0.267, 0.464, -0.156], [0.259, -0.500, 0.754], [-0.867, 1.205, 0.374], [0.476, 1.108, -0.631], [-0.881, -0.092, -0.867], [1.170, -0.705, 0.514], [1.472, -1.468, -3.471], [0.556, -0.394, -3.240], [1.746, -1.919, -2.509], [1.084, -2.231, -4.142], [2.418, -1.080, -3.856], [-0.333, -0.729, -3.382], [-3.800, 0.966, 1.775], [-3.958, -0.326, 1.205], [-4.561, 1.138, 2.544], [-2.826, 1.067, 2.254], [-3.888, 1.813, 1.094], [-3.932, -0.941, 1.945], [-0.084, -1.176, 3.863], [-1.273, -1.053, 3.063], [-0.400, -1.036, 4.895], [0.356, -2.162, 3.704], [0.621, -0.385, 3.598], [-0.910, -0.992, 2.160], [-2.035, -3.202, 0.166], [-1.719, -4.545, 0.447], [-1.872, -2.554, 1.029], [-1.365, -2.772, -0.592], [-3.045, -3.111, -0.237], [-1.510, -4.694, 1.367], [1.442, 4.830, -0.312], [1.243, 4.017, -1.471], [1.265, 5.858, -0.625], [0.663, 4.566, 0.407], [2.442, 4.743, 0.107], [1.697, 3.157, -1.455], [3.354, -1.724, 2.861], [3.427, -1.420, 4.256], [3.024, -0.783, 2.393], [4.339, -1.973, 2.473], [2.480, -2.325, 2.579], [3.974, -2.098, 4.665], [-1.049, 2.675, 3.380], [-1.830, 3.449, 2.462], [-0.698, 1.754, 2.910], [-0.224, 3.302, 3.719], [-1.687, 2.371, 4.209], [-1.595, 3.237, 1.553], [3.007, 2.016, -3.544], [2.341, 1.607, -2.354], [2.371, 1.929, -4.426], [3.368, 3.040, -3.456], [3.928, 1.430, -3.676], [1.835, 0.804, -2.589], [4.232, -1.348, -0.659], [3.073, -0.538, -0.480], [4.563, -1.399, -1.699], [4.987, -1.052, 0.070], [3.945, -2.378, -0.437], [3.216, 0.308, -0.928], [-2.443, 2.701, -1.662], [-1.591, 3.237, -0.645], [-2.695, 3.488, -2.374], [-2.002, 1.851, -2.187], [-3.336, 2.355, -1.147], [-0.870, 3.714, -1.080], [-5.401, 0.052, -1.555], [-4.097, -0.491, -1.616], [-5.901, -0.066, -2.521], [-6.076, -0.481, -0.881], [-5.319, 1.120, -1.347], [-3.729, -0.435, -0.714]],
  "atomic_forces_ev_per_a": [[-0.134, -0.284, 0.025], [-0.224, 0.495, -0.140], [0.065, -0.311, -0.311], [-0.029, 0.372, 0.297], [0.221, -0.222, 0.167], [0.059, -0.069, 0.009], [-0.297, 0.103, 0.275], [0.270, 0.218, 0.207], [-0.289, -0.429, 0.217], [0.253, -0.541, -0.218], [-0.002, 0.474, -0.300], [0.150, 0.041, -0.152], [0.423, -0.152, 0.800], [0.314, -0.301, -0.474], [-0.211, -0.168, -0.113], [-0.045, 0.078, -0.117], [-0.227, 0.172, -0.320], [-0.103, 0.193, 0.134], [0.105, 0.474, 1.132], [-0.043, 0.338, -0.320], [0.035, -0.030, -0.028], [-0.008, -0.127, -0.021], [-0.091, -0.546, -0.613], [0.152, -0.129, -0.130], [-0.873, 0.249, -0.259], [0.548, -0.069, -0.189], [0.207, -0.183, 0.062], [0.200, 0.049, 0.259], [0.165, -0.123, 0.080], [-0.270, 0.145, 0.079], [0.301, 0.773, 0.045], [0.112, -0.575, -0.538], [-0.427, -0.085, 0.080], [0.028, -0.364, -0.079], [-0.064, -0.015, 0.261], [-0.043, 0.318, 0.204], [-0.553, -0.460, -0.478], [0.020, 0.145, -0.263], [0.120, 0.063, 0.040], [0.288, 0.118, 0.427], [0.016, -0.068, 0.096], [-0.125, 0.265, 0.203], [-0.935, 1.897, 0.029], [0.065, -0.552, -0.212], [0.606, 0.041, 0.011], [-0.256, -0.505, -0.273], [0.656, -0.941, 0.297], [-0.151, 0.063, 0.112], [-0.309, 0.247, -0.716], [-0.149, -0.105, 0.285], [0.247, 0.041, 0.066], [0.163, -0.296, 0.242], [0.036, 0.182, 0.119], [0.047, 0.007, -0.156], [0.890, -0.031, -0.053], [0.089, -0.333, -0.157], [-0.046, -0.010, 0.059], [-0.446, 0.094, 0.212], [-0.250, -0.163, -0.192], [-0.277, 0.530, 0.272], [-0.518, -0.563, 0.380], [-0.068, 0.015, -0.259], [0.271, 0.474, 0.095], [0.351, 0.018, -0.414], [-0.006, 0.077, 0.167], [-0.164, 0.015, 0.035], [0.101, 0.283, 0.413], [0.048, 0.044, -0.171], [-0.180, -0.130, -0.090], [0.121, 0.026, 0.025], [-0.107, 0.004, -0.172], [0.174, -0.191, 0.031], [-0.148, -0.044, -0.519], [0.180, -0.221, 0.158], [0.445, 0.091, -0.187], [0.300, 0.220, 0.492], [-0.475, 0.041, 0.262], [-0.300, -0.156, -0.223]]
}

No. 3
{
  "formula": "C13H5AgF5NOS",
  "method": "ωB97M-V/def2-TZVPD",
  "multiplicity": 1,
  "gap_ha": [0.2799, 0.2967],
  "e_homo_ev": [-8.45, -8.86],
  "lumo_energy_ev": [-0.8317, -0.7889],
  "molar_mass_g_mol": 426.1,
  "energy_ev": -45515.0342,
  "symbols": ["Ag", "F", "C", "C", "F", "C", "F", "C", "O", "C", "F", "C", "F", "S", "C", "N", "C", "C", "C", "C", "C", "C", "H", "H", "H", "H", "H"],
  "positions_angstrom": [[-0.380, 0.698, 0.049], [2.178, 3.388, 4.101], [1.188, 3.211, 3.181], [0.947, 1.926, 2.534], [0.060, 1.117, 3.092], [1.208, 1.893, 1.094], [2.570, 2.181, 0.934], [0.420, 3.196, 0.881], [-0.585, 3.259, 0.202], [0.801, 4.174, 1.992], [1.369, 5.359, 1.678], [-0.026, 3.967, 3.151], [-1.306, 3.648, 3.302], [-2.450, -3.548, -0.305], [-2.262, -1.916, 0.189], [-1.376, -1.220, -0.442], [-0.747, -1.999, -1.424], [0.259, -1.574, -2.292], [0.772, -2.474, -3.199], [0.298, -3.793, -3.257], [-0.696, -4.227, -2.408], [-1.214, -3.313, -1.491], [-2.867, -1.508, 0.988], [0.627, -0.558, -2.243], [1.555, -2.161, -3.877], [0.720, -4.481, -3.979], [-1.063, -5.245, -2.451]],
  "atomic_forces_ev_per_a": [[0.583, -0.512, 0.107], [-0.056, -0.017, -0.038], [0.344, 0.143, 0.224], [0.068, 0.392, -0.058], [-0.016, -0.329, 0.059], [-0.938, -0.027, 0.375], [-0.021, -0.146, -0.251], [-0.031, 0.258, 0.041], [0.134, 0.377, -0.006], [-0.046, -0.013, -0.121], [-0.017, -0.003, 0.022], [0.030, -0.320, -0.320], [-0.039, 0.091, 0.109], [-0.070, -0.038, 0.049], [-0.108, 0.114, 0.099], [0.290, -0.071, -0.438], [-0.141, 0.026, 0.121], [0.001, 0.001, 0.012], [-0.002, -0.003, 0.001], [0.016, 0.012, -0.013], [-0.021, -0.007, 0.015], [0.000, -0.024, -0.024], [0.042, -0.021, -0.020], [0.023, 0.055, 0.003], [-0.023, -0.007, 0.019], [-0.011, 0.028, 0.022], [0.008, 0.043, 0.009]]
}

No. 4
{
  "formula": "C13H5F5NO4RuS",
  "method": "ωB97M-V/def2-TZVPD",
  "relative_energy_kj_mol": 0.0,
  "total_charge": 2,
  "multiplicity": 6,
  "gap_ha": [0.3029, 0.2274],
  "e_homo_ev": [-15.83, -16.27],
  "lumo_energy_ev": [-7.5926, -10.0792],
  "molar_mass_g_mol": 467.3,
  "energy_ev": -50228.1555,
  "symbols": ["Ru", "O", "C", "O", "C", "C", "C", "C", "C", "N", "C", "O", "O", "H", "H", "H", "H", "H", "F", "C", "C", "F", "C", "F", "C", "S", "C", "F", "C", "F"],
  "positions_angstrom": [[0.257, -0.741, 0.261], [-2.628, 1.927, 2.175], [-1.673, 1.346, 1.519], [-1.172, 0.266, 1.809], [-1.169, 2.118, 0.337], [-1.598, 3.381, -0.047], [-1.004, 3.950, -1.166], [0.007, 3.271, -1.837], [0.376, 2.015, -1.374], [-0.229, 1.469, -0.329], [1.470, 1.116, -1.902], [2.180, 1.436, -2.934], [1.689, 0.073, -1.304], [-2.916, 1.444, 2.966], [-2.365, 3.892, 0.517], [-1.321, 4.925, -1.511], [0.492, 3.736, -2.685], [1.970, 2.266, -3.379], [-6.180, -3.295, 0.134], [-4.894, -3.242, 0.010], [-4.275, -1.996, -0.214], [-4.999, -0.901, -0.308], [-2.918, -1.951, -0.334], [-2.346, -0.769, -0.584], [-2.095, -3.095, -0.231], [-0.392, -3.036, -0.391], [-2.755, -4.337, -0.047], [-2.045, -5.428, 0.019], [-4.128, -4.406, 0.091], [-4.717, -5.558, 0.294]],
  "atomic_forces_ev_per_a": [[-0.136, 0.768, -0.218], [-0.168, 0.346, -0.079], [0.330, -0.222, 0.011], [-0.028, -0.057, -0.035], [-0.171, 0.257, -0.125], [-0.003, -0.110, 0.101], [-0.025, 0.023, -0.006], [0.098, -0.085, 0.037], [-0.040, 0.188, -0.149], [0.091, -0.566, 0.212], [-0.332, 0.284, 0.259], [0.329, -0.280, -0.167], [0.052, -0.307, 0.024], [0.085, -0.183, 0.076], [-0.007, 0.023, -0.040], [0.031, 0.016, 0.015], [-0.014, -0.010, -0.015], [-0.144, 0.150, 0.058], [-0.170, -0.031, 0.016], [0.172, -0.006, -0.018], [0.231, 0.027, -0.010], [-0.084, -0.024, 0.000], [-0.231, 0.068, 0.065], [0.177, 0.209, -0.003], [0.584, 0.221, -0.198], [-0.588, -0.349, 0.152], [-0.250, -0.018, 0.025], [0.074, -0.146, 0.030], [0.211, -0.124, -0.029], [-0.075, -0.061, 0.010]]
}